Record 1
The following is a quantum chemistry calculation of C28H29BN7PSn as an isolated structure in a non-equilibrium geometry, from the Open Molecules 2025 dataset.

## Properties
electronic energy: -55720.6671 eV
gap between HOMO and LUMO: 0.2185 hartree
total charge: +2
LUMO: -0.2980 Ha
multiplicity: 1
M: 624.09 g mol⁻¹

Last column: Mulliken charge in e.
Element x y z (Å)
C (2.24, -2.30, -0.25)  -0.13
N (2.50, -1.09, -0.78)  0.28
N (3.78, -1.07, -1.26)  -0.08
C (4.34, -2.27, -1.02)  0.01
C (3.39, -3.08, -0.39)  -1.23
B (4.44, 0.24, -1.84)  -0.04
N (3.47, 0.76, -2.96)  0.09
N (2.12, 0.88, -2.72)  0.01
C (1.55, 1.52, -3.77)  -0.14
C (2.54, 1.79, -4.70)  -1.10
C (3.74, 1.30, -4.16)  -0.01
Sn (1.33, 0.70, -0.74)  0.94
N (4.35, 1.30, -0.68)  0.21
N (3.12, 1.60, -0.13)  -0.03
C (3.26, 2.58, 0.78)  -0.12
C (4.61, 2.90, 0.84)  -1.13
C (5.27, 2.07, -0.08)  0.00
H (2.40, 2.97, 1.32)  0.51
H (6.31, 1.95, -0.33)  0.49
H (5.06, 3.65, 1.46)  0.43
H (5.56, 0.06, -2.22)  0.00
H (4.74, 1.31, -4.53)  0.49
H (5.37, -2.42, -1.32)  0.49
H (2.42, 2.30, -5.63)  0.44
H (3.51, -4.09, -0.07)  0.43
H (0.49, 1.74, -3.79)  0.49
H (1.28, -2.53, 0.20)  0.50
H (0.01, 3.70, -0.83)  0.15
C (-0.97, 3.65, -1.33)  -0.63
H (-0.98, 4.34, -2.18)  0.35
H (-1.13, 2.63, -1.71)  -0.08
H (-1.75, 3.92, -0.61)  0.26
N (0.01, -0.09, 0.58)  -0.46
P (-1.44, -0.52, 1.02)  1.20
C (-2.09, -1.86, 0.00)  0.32
C (-1.44, -2.14, -1.21)  0.04
C (-2.00, -3.05, -2.11)  -0.70
C (-3.19, -3.71, -1.77)  -0.62
C (-3.82, -3.45, -0.54)  -0.85
C (-3.27, -2.53, 0.35)  -0.28
C (-1.37, -1.12, 2.71)  0.52
C (-0.95, -0.21, 3.70)  -0.77
C (-0.86, -0.61, 5.03)  -0.73
C (-1.14, -1.93, 5.38)  -0.53
C (-1.48, -2.86, 4.39)  -0.73
C (-1.56, -2.47, 3.05)  -0.41
C (-2.77, 0.70, 0.91)  0.72
C (-3.29, 0.99, -0.37)  -0.57
C (-4.30, 1.95, -0.51)  -0.72
C (-4.83, 2.57, 0.62)  -0.56
C (-4.35, 2.26, 1.89)  -0.66
C (-3.31, 1.33, 2.04)  -0.49
H (-0.49, -1.63, -1.43)  0.09
H (-1.50, -3.23, -3.06)  0.46
H (-3.62, -4.42, -2.46)  0.41
H (-4.74, -3.97, -0.27)  0.44
H (-3.76, -2.33, 1.31)  0.58
H (-0.71, 0.82, 3.42)  0.49
H (-0.57, 0.12, 5.79)  0.41
H (-1.10, -2.24, 6.43)  0.42
H (-1.67, -3.90, 4.66)  0.43
H (-1.79, -3.20, 2.28)  0.48
H (-2.93, 0.44, -1.24)  0.46
H (-4.67, 2.19, -1.51)  0.43
H (-5.64, 3.30, 0.51)  0.42
H (-4.78, 2.72, 2.78)  0.43
H (-2.94, 1.08, 3.03)  0.48

---

Record 2
The following is a quantum chemistry calculation of C28H29BNO3Pd as an isolated structure in a non-equilibrium geometry, from the Open Molecules 2025 dataset.

## Properties
electronic energy: -41293.4492 eV
gap between HOMO and LUMO (spin up / spin down): 0.1466 / 0.2173 hartree
total charge: -1
LUMO (spin up / spin down): 0.0971 / 0.0969 Ha
multiplicity: 3
M: 544.78 g mol⁻¹

Last column: Löwdin spin population.
Element x y z (Å)
C (-2.13, -0.32, 2.19)  0.24
C (-2.45, -0.53, 0.87)  0.02
C (-1.30, -1.02, 0.21)  0.28
H (-3.37, -0.33, 0.33)  -0.01
C (-0.16, -0.92, 1.08)  0.11
C (-0.70, -0.59, 2.45)  0.08
H (0.70, -1.61, 1.07)  0.02
C (-0.34, 3.38, 0.27)  0.01
C (-1.62, 2.95, -0.09)  0.09
C (-1.51, 2.03, -1.16)  0.00
H (-2.57, 3.33, 0.30)  0.01
C (-0.15, 1.80, -1.46)  0.08
C (0.64, 2.68, -0.56)  0.08
H (-1.30, -1.39, -0.80)  0.02
H (-0.47, -1.30, 3.27)  0.03
H (-2.84, -0.11, 2.98)  0.02
H (1.67, 2.99, -0.77)  0.01
H (-2.34, 1.60, -1.73)  0.00
H (-0.07, 4.16, 0.98)  0.00
Pd (0.94, 0.87, 0.37)  0.71
C (0.34, 1.05, -2.66)  0.01
C (1.54, 1.79, -3.28)  0.00
C (-0.73, 0.90, -3.74)  0.00
H (1.24, 2.83, -3.51)  0.00
H (1.82, 1.26, -4.21)  0.00
H (2.42, 1.87, -2.63)  0.00
H (-1.06, 1.89, -4.11)  0.00
H (-1.59, 0.33, -3.36)  0.00
H (-0.29, 0.33, -4.57)  0.00
C (0.63, -0.39, -2.18)  0.01
C (2.06, -0.71, -1.96)  0.00
H (0.08, -1.15, -2.78)  0.00
H (0.20, -0.59, -1.20)  0.00
O (2.77, 0.02, -1.22)  0.03
N (2.44, -1.89, -2.60)  0.00
C (1.99, -3.15, -1.93)  0.00
H (3.41, -1.93, -2.87)  0.00
C (0.55, -3.52, -2.10)  0.00
C (-0.01, -4.27, -1.07)  0.00
H (0.58, -4.48, -0.18)  0.00
C (-1.33, -4.71, -1.15)  0.00
H (-1.77, -5.30, -0.34)  0.00
C (-2.12, -4.41, -2.27)  0.00
H (-3.15, -4.77, -2.35)  0.00
C (-1.55, -3.66, -3.30)  0.00
H (-2.14, -3.39, -4.17)  0.00
C (-0.21, -3.26, -3.25)  0.00
H (0.24, -2.69, -4.07)  0.00
H (2.21, -3.10, -0.83)  0.00
H (2.63, -3.94, -2.34)  0.00
O (-0.58, 1.92, 3.10)  0.02
B (0.12, 0.71, 2.82)  0.09
O (1.32, 0.62, 3.63)  0.03
C (1.25, 1.72, 4.45)  0.00
C (1.90, 1.90, 5.64)  0.00
C (1.28, 2.74, 6.58)  0.00
C (0.14, 3.48, 6.25)  0.00
C (-0.41, 3.42, 4.97)  0.00
C (0.11, 2.48, 4.12)  0.00
H (2.84, 1.36, 5.79)  0.00
H (1.74, 2.85, 7.56)  0.00
H (-0.32, 4.17, 6.96)  0.00
H (-1.24, 4.01, 4.58)  0.00

---

Record 3
The following is a quantum chemistry calculation of a 17-piece molecular cluster, C28H29Cl48N3O overall in a non-equilibrium geometry, from the Open Molecules 2025 dataset.

## Properties
electronic energy: -637097.5576 eV
gap between HOMO and LUMO: 0.3209 hartree
total charge: 0
LUMO: -0.0110 Ha
multiplicity: 1
M: 2125.30 g mol⁻¹

Last column: Mulliken charge in e.
Element x y z (Å)
C (-1.35, -3.66, -0.66)  -0.22
N (-0.16, -3.71, 0.21)  0.28
C (-0.48, -4.13, 1.58)  -0.91
C (0.61, -2.53, 0.16)  -0.16
O (1.34, -2.36, -0.79)  -0.57
C (0.54, -1.44, 1.22)  -0.51
C (-0.33, -0.26, 0.84)  -0.29
C (-0.82, -0.11, -0.38)  1.09
C (-1.66, 1.00, -0.68)  -0.39
C (-1.93, 1.90, 0.26)  -0.92
C (-1.40, 1.79, 1.58)  0.03
N (-1.71, 2.72, 2.51)  -0.61
C (-1.19, 2.47, 3.67)  -0.81
C (-0.35, 1.39, 3.95)  -0.20
N (-0.03, 0.50, 3.06)  -0.39
C (-0.60, 0.69, 1.84)  -0.57
H (-1.11, -4.19, -1.58)  0.05
H (-1.72, -2.67, -0.84)  -0.12
H (-2.14, -4.25, -0.19)  0.36
H (0.33, -3.95, 2.28)  0.47
H (-0.62, -5.21, 1.56)  0.05
H (-1.42, -3.72, 1.94)  0.42
H (1.56, -1.08, 1.35)  0.36
H (0.23, -1.81, 2.19)  0.63
H (-0.62, -0.82, -1.20)  0.33
H (-2.09, 1.12, -1.65)  0.46
H (-2.60, 2.71, 0.02)  0.99
H (-1.40, 3.15, 4.48)  0.64
H (0.04, 1.29, 4.96)  0.49
C (-0.12, 5.87, 0.03)  0.22
Cl (-0.81, 4.28, 0.34)  0.08
Cl (1.06, 5.81, -1.29)  -0.10
Cl (-1.39, 7.05, -0.32)  -0.13
H (0.40, 6.18, 0.93)  -0.01
C (-1.64, -1.63, -4.66)  -0.06
Cl (-1.38, -0.77, -3.13)  0.04
Cl (-3.13, -2.56, -4.57)  -0.11
Cl (-1.68, -0.47, -5.98)  -0.09
H (-0.81, -2.31, -4.81)  0.26
C (0.79, 2.22, -7.67)  0.94
Cl (1.85, 3.45, -8.37)  -0.15
Cl (0.09, 2.75, -6.13)  -0.14
Cl (-0.48, 1.78, -8.81)  -0.10
H (1.39, 1.33, -7.48)  -0.63
C (-4.91, 1.47, 5.24)  0.08
Cl (-5.52, -0.19, 5.35)  -0.14
Cl (-3.68, 1.61, 3.98)  0.00
Cl (-6.23, 2.60, 4.96)  -0.14
H (-4.45, 1.72, 6.19)  0.22
C (-1.97, -8.50, 2.33)  -0.08
Cl (-0.96, -7.83, 3.61)  -0.12
Cl (-3.68, -8.27, 2.69)  -0.12
Cl (-1.56, -7.77, 0.77)  -0.04
H (-1.78, -9.56, 2.26)  0.33
C (1.78, -1.42, -9.18)  0.06
Cl (2.84, -0.19, -9.86)  -0.08
Cl (1.10, -0.87, -7.65)  0.02
Cl (0.50, -1.84, -10.31)  -0.12
H (2.37, -2.31, -8.99)  0.16
C (-0.65, 0.59, 8.56)  -0.06
Cl (-0.50, 1.31, 6.95)  -0.15
Cl (-2.13, -0.36, 8.67)  -0.13
Cl (0.76, -0.40, 8.92)  -0.06
H (-0.70, 1.38, 9.29)  0.32
C (2.99, 6.55, -5.54)  0.00
Cl (3.76, 6.78, -3.96)  -0.12
Cl (1.78, 5.28, -5.46)  0.00
Cl (2.28, 8.06, -6.11)  -0.13
H (3.75, 6.24, -6.24)  0.28
C (-5.43, -2.76, -0.17)  0.13
Cl (-5.34, -4.06, 1.02)  -0.11
Cl (-6.95, -1.88, -0.03)  -0.13
Cl (-4.06, -1.66, -0.01)  0.02
H (-5.38, -3.21, -1.16)  0.10
C (4.83, -1.84, -6.00)  -0.02
Cl (4.52, -2.77, -7.47)  -0.16
Cl (3.96, -0.30, -6.02)  0.02
Cl (4.43, -2.83, -4.60)  -0.03
H (5.88, -1.60, -5.98)  0.23
C (-0.13, 8.37, 3.76)  0.02
Cl (0.11, 9.49, 2.42)  -0.11
Cl (-1.70, 8.65, 4.53)  -0.16
Cl (-0.01, 6.70, 3.21)  -0.07
H (0.64, 8.55, 4.49)  0.30
C (8.13, 0.85, -4.21)  0.00
Cl (8.78, 0.85, -5.85)  -0.13
Cl (7.28, 2.36, -3.88)  -0.10
Cl (7.07, -0.53, -3.96)  -0.07
H (8.96, 0.77, -3.52)  0.33
C (-3.25, -7.06, -2.44)  0.43
Cl (-2.83, -7.32, -4.13)  -0.13
Cl (-3.88, -5.43, -2.20)  -0.03
Cl (-4.42, -8.26, -1.90)  -0.13
H (-2.35, -7.17, -1.85)  -0.18
C (-2.74, 8.07, 7.98)  0.58
Cl (-1.59, 9.10, 8.83)  -0.12
Cl (-2.32, 6.36, 8.19)  -0.11
Cl (-4.39, 8.38, 8.51)  -0.12
H (-2.67, 8.29, 6.92)  -0.19
C (2.61, -6.11, -2.81)  0.49
Cl (2.99, -5.26, -4.31)  -0.10
Cl (1.27, -7.25, -3.07)  -0.13
Cl (4.03, -6.97, -2.21)  -0.13
H (2.31, -5.39, -2.07)  -0.15
C (4.72, 0.23, 8.85)  0.06
Cl (4.03, -1.39, 8.96)  -0.13
Cl (5.97, 0.29, 7.60)  -0.12
Cl (3.47, 1.43, 8.54)  -0.09
H (5.19, 0.46, 9.80)  0.29

---

Record 4
The following is a quantum chemistry calculation of a 2-piece molecular cluster, C28H29ClN2O2 overall in a non-equilibrium geometry, from the Open Molecules 2025 dataset.

## Properties
electronic energy: -49102.0440 eV
gap between HOMO and LUMO: 0.1154 hartree
total charge: 0
LUMO: -0.0824 Ha
multiplicity: 1
M: 461.00 g mol⁻¹

Last column: Mulliken charge in e.
Element x y z (Å)
Cl (8.57, -2.08, 1.70)  -0.27
C (6.87, -2.04, 1.72)  0.45
C (6.15, -3.23, 1.73)  -0.54
C (4.79, -3.21, 1.76)  -0.39
C (4.09, -1.96, 1.79)  -0.14
O (2.85, -1.92, 1.82)  -0.78
C (4.86, -0.75, 1.77)  -0.29
C (6.22, -0.80, 1.74)  -0.49
H (6.69, -4.17, 1.72)  0.38
H (4.21, -4.11, 1.77)  0.47
H (4.33, 0.19, 1.79)  0.42
H (6.81, 0.11, 1.73)  0.37
C (-5.00, 0.99, -1.73)  -1.00
N (-3.69, 1.18, -1.12)  0.26
C (-3.41, 2.26, -0.31)  0.31
O (-4.16, 3.17, -0.02)  -0.68
C (-1.97, 2.09, 0.16)  0.00
C (-1.88, 1.95, 1.68)  -0.79
C (-2.39, 3.15, 2.44)  0.45
C (-3.48, 3.03, 3.29)  -0.31
C (-3.99, 4.13, 3.95)  -0.65
C (-3.42, 5.37, 3.76)  -0.39
C (-2.33, 5.50, 2.93)  -0.76
C (-1.81, 4.40, 2.28)  -0.21
N (-1.43, 0.88, -0.55)  0.51
C (-0.14, 0.45, -0.49)  0.25
C (0.31, -0.65, -1.19)  0.52
C (1.59, -1.16, -1.20)  -0.66
C (1.99, -2.31, -1.94)  0.98
C (3.31, -2.77, -1.85)  -0.33
C (3.73, -3.89, -2.53)  -0.84
C (2.84, -4.59, -3.33)  -0.32
C (1.53, -4.16, -3.44)  -0.82
C (1.10, -3.05, -2.76)  -0.29
C (-2.53, 0.28, -1.39)  0.17
C (-2.88, -1.12, -0.90)  -1.55
C (-2.20, 0.38, -2.88)  -1.56
H (-5.68, 1.76, -1.38)  0.39
H (-4.92, 1.06, -2.81)  0.31
H (-5.39, 0.01, -1.47)  0.31
H (-1.39, 2.96, -0.17)  0.33
H (-2.44, 1.06, 1.98)  0.39
H (-0.84, 1.76, 1.98)  0.45
H (-3.93, 2.06, 3.44)  0.34
H (-4.85, 4.03, 4.59)  0.38
H (-3.84, 6.24, 4.25)  0.38
H (-1.89, 6.47, 2.77)  0.39
H (-0.96, 4.50, 1.64)  0.38
H (0.54, 0.99, 0.14)  0.55
H (-0.41, -1.17, -1.78)  -0.67
H (2.34, -0.68, -0.60)  0.21
H (4.00, -2.24, -1.21)  0.37
H (4.75, -4.23, -2.44)  0.41
H (3.17, -5.47, -3.86)  0.39
H (0.84, -4.72, -4.06)  0.39
H (0.07, -2.74, -2.85)  0.34
H (-3.20, -1.07, 0.13)  0.36
H (-3.69, -1.55, -1.49)  0.47
H (-2.03, -1.81, -0.95)  0.39
H (-2.07, 1.43, -3.14)  0.40
H (-1.28, -0.14, -3.15)  0.39
H (-3.00, -0.01, -3.49)  0.45